Entry 1:
Here is a structure of composition C12H23AuN2O2P2S from the Open Molecules 2025 dataset. Energies are from ωB97M-V/def2-TZVPD.

Output
- max |F| (eV Å⁻¹) = 3.90
- calculated total energy (eV) = -52977.3932
- expectation value of S² = 2.05
- spin multiplicity = 3
- total charge = +2
- Kohn-Sham gap (alpha / beta) (eV) = 6.09 / 6.22

Each line ends with the Löwdin charge.
Cartesian coordinates (Å):
Au  1.11  -0.34  -0.26  0.69
P  1.24  0.13  2.08  0.79
C  -0.05  1.30  2.51  -0.09
C  -0.86  1.77  1.36  -0.29
N  -0.56  1.32  0.10  0.00
C  -0.96  1.94  -0.98  -0.35
C  -1.85  3.01  -0.86  0.04
C  -2.49  3.22  0.40  0.01
C  -2.07  2.49  1.47  0.01
C  -0.46  1.59  -2.34  -0.25
P  0.18  -0.13  -2.40  0.79
H  -2.54  2.60  2.41  0.13
H  -2.10  3.61  -1.75  0.14
H  -3.20  4.07  0.48  0.15
H  -1.22  1.71  -3.13  0.12
H  0.37  2.24  -2.64  0.12
H  -3.54  -1.95  1.38  0.00
H  -0.74  0.94  3.30  0.10
H  -1.01  -3.56  -0.83  0.09
O  -3.67  -2.74  1.91  -0.11
H  -3.38  -2.83  2.90  0.11
H  0.13  -1.50  -0.05  0.04
O  -0.07  -3.37  -0.54  -0.15
H  0.08  -3.56  0.45  0.09
C  -1.36  -1.03  -2.73  -0.23
H  -1.83  -0.60  -3.63  0.07
H  -1.17  -2.09  -2.94  0.06
H  -2.08  -0.94  -1.91  0.06
C  1.11  -0.31  -3.94  -0.21
H  1.62  -1.28  -3.93  0.06
H  0.46  -0.27  -4.82  0.08
H  1.86  0.47  -4.02  0.06
C  2.66  1.17  2.48  -0.21
H  2.65  1.22  3.57  0.08
H  3.64  0.86  2.11  0.03
H  2.37  2.14  2.08  0.06
C  1.45  -1.51  2.90  -0.23
H  2.38  -2.02  2.59  0.06
H  1.55  -1.38  3.99  0.07
H  0.63  -2.24  2.72  0.05
S  2.90  -2.08  -0.69  0.65
C  4.01  -1.28  0.27  -0.84
N  4.82  -0.79  0.94  0.12


Entry 2:
Here is the molecule C16H21NO5S from the Open Molecules 2025 dataset. Energies are from ωB97M-V/def2-TZVPD.

Output
- SMILES = CCOC(=O)c1cc(CC)sc1NC(=O)COC(=O)C1CCC1
- energy above the lowest of the compared OMol25 structures with the same formula, charge and spin (kJ/mol) = 119.1
- max |F| (eV Å⁻¹) = 0.76
- calculated total energy (eV) = -39496.3551
- spin multiplicity = 1
- Kohn-Sham gap (eV) = 8.82

Each line ends with the Löwdin charge.
Cartesian coordinates (Å):
C  1.17  3.95  2.93  -0.06
C  0.84  3.25  1.63  -0.22
H  -0.24  3.31  1.41  0.13
H  1.38  3.69  0.79  0.13
O  1.21  1.87  1.75  0.01
C  1.05  1.12  0.67  -0.42
O  0.62  1.56  -0.39  0.06
C  1.44  -0.26  0.86  -0.15
C  1.32  -1.20  -0.15  -0.42
N  0.84  -0.94  -1.41  0.13
C  0.68  -1.93  -2.32  -0.46
O  1.04  -3.07  -2.11  0.01
C  0.08  -1.50  -3.65  -0.06
H  0.88  -1.25  -4.35  0.15
H  -0.50  -2.34  -4.04  0.15
O  -0.74  -0.34  -3.57  0.01
C  -1.85  -0.44  -2.81  -0.45
O  -2.09  -1.41  -2.15  0.15
C  -2.68  0.81  -2.91  -0.20
H  -2.75  1.09  -3.96  0.15
C  -4.01  0.74  -2.14  -0.12
H  -4.87  1.04  -2.72  0.11
H  -4.19  -0.24  -1.70  0.11
C  -3.50  1.80  -1.16  -0.15
H  -3.33  1.43  -0.15  0.10
H  -4.12  2.70  -1.10  0.10
C  -2.22  1.96  -1.98  -0.11
H  -2.13  2.91  -2.50  0.11
H  -1.29  1.78  -1.44  0.08
H  0.56  0.03  -1.57  0.13
S  1.84  -2.76  0.32  1.19
C  2.24  -2.17  1.92  -0.51
C  1.97  -0.85  2.05  -0.06
H  2.14  -0.28  2.94  0.12
C  2.76  -3.11  2.95  -0.27
C  1.68  -4.09  3.40  -0.11
H  1.34  -4.68  2.55  0.06
H  0.84  -3.56  3.83  0.08
H  2.08  -4.77  4.15  0.07
H  3.61  -3.66  2.54  0.11
H  3.12  -2.53  3.81  0.11
H  0.62  3.50  3.75  0.08
H  0.90  5.00  2.86  0.08
H  2.23  3.87  3.14  0.08


Entry 3:
Here is a cluster of 12 separate species, C34H84Cl8O7S7 in total from the Open Molecules 2025 dataset. Energies are from ωB97M-V/def2-TZVPD.

Output
- energy above the lowest of the compared OMol25 structures with the same formula, charge and spin (kJ/mol) = 0.0
- max |F| (eV Å⁻¹) = 1.12
- calculated total energy (eV) = -226974.2783
- spin multiplicity = 1
- Kohn-Sham gap (eV) = 8.88

Each line ends with the Löwdin charge.
Cartesian coordinates (Å):
C  -0.74  0.65  0.98  -0.26
S  -0.37  -1.09  1.02  0.81
O  1.08  -1.22  0.73  -0.55
C  -1.23  -1.50  -0.50  -0.29
H  -1.82  0.76  0.86  0.04
H  -0.23  1.08  0.12  0.04
H  -0.46  1.11  1.92  0.02
H  -0.77  -0.89  -1.27  0.01
H  -2.30  -1.40  -0.38  0.03
H  -0.96  -2.54  -0.68  0.04
C  -3.75  -3.06  -2.61  -0.28
S  -5.50  -3.21  -2.97  0.82
O  -6.05  -4.31  -2.15  -0.54
C  -5.99  -1.65  -2.20  -0.25
H  -3.42  -2.10  -3.01  0.03
H  -3.23  -3.88  -3.10  0.02
H  -3.57  -3.06  -1.54  0.03
H  -5.36  -0.85  -2.60  0.04
H  -5.86  -1.71  -1.12  0.03
H  -7.04  -1.49  -2.43  0.05
C  3.25  1.04  0.95  -0.28
S  4.67  1.45  -0.05  0.79
O  4.44  2.80  -0.61  -0.55
C  5.82  1.67  1.30  -0.26
H  2.40  0.90  0.30  0.02
H  3.11  1.80  1.72  0.06
H  3.44  0.06  1.41  0.04
H  5.35  2.23  2.11  0.05
H  6.65  2.25  0.90  0.05
H  6.19  0.71  1.67  0.05
C  -3.54  3.36  0.11  -0.27
S  -4.55  2.41  1.26  0.77
O  -5.68  3.27  1.68  -0.54
C  -5.21  1.31  0.01  -0.29
H  -2.81  2.68  -0.34  0.02
H  -2.92  4.08  0.65  0.05
H  -4.17  3.85  -0.63  0.06
H  -5.84  1.90  -0.66  0.06
H  -5.86  0.61  0.53  0.04
H  -4.43  0.73  -0.47  0.03
C  -3.19  -3.15  2.49  -0.26
S  -4.68  -2.37  1.91  0.85
O  -4.28  -1.35  0.90  -0.58
C  -5.31  -3.70  0.91  -0.27
H  -3.46  -3.99  3.13  0.06
H  -2.68  -2.40  3.11  0.04
H  -2.51  -3.39  1.67  0.05
H  -4.59  -3.92  0.12  0.04
H  -6.22  -3.34  0.43  0.04
H  -5.53  -4.64  1.41  0.07
C  1.71  0.99  -2.60  -0.26
S  2.01  0.35  -4.24  0.76
O  2.22  1.49  -5.16  -0.54
C  3.61  -0.37  -3.83  -0.24
H  1.60  0.14  -1.91  0.05
H  0.79  1.57  -2.58  0.01
H  2.52  1.65  -2.29  0.05
H  3.41  -1.28  -3.26  0.04
H  4.22  0.33  -3.27  0.05
H  4.07  -0.65  -4.78  0.05
C  -1.38  1.90  -4.76  -0.22
S  -2.29  1.09  -3.43  0.82
O  -1.55  1.31  -2.15  -0.57
C  -3.68  2.22  -3.39  -0.25
H  -0.40  1.43  -4.84  0.02
H  -1.32  2.95  -4.49  0.03
H  -1.94  1.75  -5.68  0.07
H  -4.38  1.84  -2.65  0.02
H  -4.15  2.22  -4.37  0.06
H  -3.36  3.22  -3.09  0.05
C  -1.87  1.57  5.56  -2.05
Cl  -0.85  2.67  6.49  0.54
Cl  -2.16  2.25  3.96  0.54
Cl  -1.08  0.01  5.39  0.55
Cl  -3.42  1.39  6.40  0.53
C  0.11  -3.68  -4.88  -2.03
Cl  -0.88  -5.14  -4.69  0.53
Cl  1.79  -4.11  -4.60  0.54
Cl  -0.08  -3.01  -6.50  0.55
Cl  -0.42  -2.49  -3.68  0.54
C  -1.39  7.10  -6.03  -0.11
C  -1.19  6.29  -4.75  -0.28
C  0.27  6.18  -4.32  -0.23
C  0.43  5.83  -2.85  -0.23
C  -0.23  4.54  -2.43  -0.28
C  0.07  4.16  -0.99  -0.10
H  -0.60  6.93  -6.76  0.07
H  -1.39  8.17  -5.82  0.07
H  -2.31  6.82  -6.54  0.07
H  -1.79  6.73  -3.95  0.11
H  -1.57  5.27  -4.89  0.08
H  0.82  7.11  -4.51  0.11
H  0.75  5.41  -4.92  0.12
H  1.48  5.80  -2.53  0.12
H  0.01  6.65  -2.25  0.12
H  -1.30  4.50  -2.63  0.09
H  0.24  3.76  -3.06  0.09
H  -0.32  3.16  -0.78  0.03
H  1.15  4.09  -0.84  0.08
H  -0.36  4.86  -0.27  0.07
C  6.21  0.37  7.41  -0.12
C  4.97  1.07  7.94  -0.27
C  3.72  0.88  7.09  -0.23
C  3.74  1.67  5.79  -0.23
C  2.53  1.42  4.91  -0.27
C  2.59  0.12  4.11  -0.11
H  6.08  -0.70  7.28  0.07
H  7.07  0.60  8.04  0.07
H  6.50  0.75  6.42  0.06
H  4.78  0.79  8.98  0.10
H  5.18  2.15  7.95  0.11
H  2.83  1.13  7.67  0.11
H  3.59  -0.19  6.87  0.11
H  3.67  2.73  6.08  0.12
H  4.68  1.56  5.25  0.10
H  1.61  1.46  5.49  0.05
H  2.45  2.25  4.20  0.10
H  3.55  0.01  3.62  0.06
H  2.49  -0.76  4.75  0.07
H  1.82  0.11  3.34  0.05
C  3.11  -3.49  -0.74  -0.12
C  2.71  -4.36  0.43  -0.26
C  2.27  -5.77  0.02  -0.23
C  1.44  -6.47  1.08  -0.24
C  0.77  -7.76  0.59  -0.27
C  0.02  -8.49  1.71  -0.12
H  4.11  -3.75  -1.12  0.08
H  3.13  -2.44  -0.47  0.05
H  2.44  -3.62  -1.60  0.04
H  3.50  -4.40  1.19  0.11
H  1.84  -3.88  0.89  0.09
H  3.18  -6.37  -0.15  0.12
H  1.77  -5.74  -0.95  0.11
H  2.04  -6.67  1.97  0.11
H  0.63  -5.79  1.39  0.11
H  0.05  -7.47  -0.18  0.10
H  1.51  -8.43  0.14  0.11
H  0.54  -8.36  2.67  0.07
H  -0.98  -8.07  1.87  0.07
H  -0.06  -9.56  1.54  0.07


Entry 4:
Here is a cluster of 2 separate species, CH3ClN2O2 in total from the Open Molecules 2025 dataset. Energies are from ωB97M-V/def2-TZVPD.

Output
- energy above the lowest of the compared OMol25 structures with the same formula, charge and spin (kJ/mol) = 421.5
- max |F| (eV Å⁻¹) = 5.51
- calculated total energy (eV) = -20676.5963
- spin multiplicity = 1
- Kohn-Sham gap (eV) = 8.28

Each line ends with the Löwdin charge.
Cartesian coordinates (Å):
C  0.25  0.15  0.50  0.06
N  -1.32  -0.16  -0.86  -0.41
N  0.54  1.44  0.16  -0.48
O  1.28  1.66  -0.79  0.05
O  0.11  2.34  0.90  0.05
Cl  -2.68  0.70  -0.18  0.49
H  -0.50  0.06  1.25  0.08
H  0.83  -0.64  0.09  0.11
H  -0.85  0.43  -1.65  0.05


Entry 5:
Here is a structure of composition C46H61N8P2RbS from the Open Molecules 2025 dataset. Energies are from ωB97M-V/def2-TZVPD.

Output
- energy above the lowest of the compared OMol25 structures with the same formula, charge and spin (kJ/mol) = 273.5
- max |F| (eV Å⁻¹) = 4.21
- calculated total energy (eV) = -90675.9689
- spin multiplicity = 1
- Kohn-Sham gap (alpha / beta) (eV) = 3.60 / 3.60

Each line ends with the Löwdin charge.
Cartesian coordinates (Å):
Rb  1.66  -1.29  0.01  0.58
N  0.90  -6.35  1.92  0.11
C  1.08  -5.02  1.71  -0.12
N  0.74  -4.37  0.62  0.12
C  0.41  -5.15  -0.48  -0.27
N  0.25  -4.60  -1.63  0.02
N  0.55  -3.35  -1.85  -0.04
C  0.34  -2.96  -3.09  -0.08
C  0.87  -1.83  -3.80  -0.28
C  1.08  -2.02  -5.16  -0.03
C  1.77  -1.07  -5.85  -0.05
C  2.39  -0.02  -5.13  -0.04
C  1.98  0.15  -3.81  -0.14
N  1.40  -0.80  -3.08  0.08
C  0.12  -6.60  -0.31  -0.07
C  -0.25  -7.47  -1.35  0.00
C  -0.34  -8.86  -1.09  -0.06
C  -0.33  -9.32  0.25  -0.07
C  -0.04  -8.42  1.25  -0.03
C  0.30  -7.12  0.98  -0.23
H  1.36  -6.83  2.72  0.18
H  1.47  -4.52  2.55  0.12
H  -0.24  -3.68  -3.72  0.13
H  0.58  -2.88  -5.64  0.12
H  1.81  -1.17  -6.93  0.11
H  3.11  0.70  -5.56  0.11
H  2.29  1.01  -3.20  0.06
H  -0.48  -7.10  -2.37  0.12
H  -0.40  -9.62  -1.87  0.10
H  -0.54  -10.35  0.42  0.10
H  -0.18  -8.73  2.30  0.13
C  -4.44  -2.83  0.84  -0.08
C  -2.88  -2.52  0.71  -0.53
C  -2.22  -2.93  2.02  -0.17
P  -2.19  -0.83  0.30  1.05
C  -2.62  -0.51  -1.56  -0.54
C  -2.90  0.96  -1.77  -0.15
C  -3.71  -1.47  -2.11  -0.12
C  -3.18  0.13  1.42  -0.36
C  -4.57  0.42  1.27  -0.07
C  -5.31  0.77  2.42  -0.35
C  -6.78  0.69  2.21  -0.10
C  -4.69  1.24  3.57  -0.09
C  -3.34  1.21  3.67  -0.02
C  -2.54  0.56  2.61  -0.32
N  -1.21  0.30  2.74  0.01
C  -0.29  0.74  3.72  -0.20
C  0.42  1.98  3.47  -0.21
C  -0.11  3.05  2.53  -0.05
C  1.55  2.31  4.21  -0.07
C  1.94  1.57  5.30  -0.33
C  3.04  1.98  6.26  -0.09
C  1.33  0.30  5.52  -0.05
C  0.22  -0.12  4.77  -0.21
C  -0.39  -1.51  5.04  -0.06
H  -4.50  -3.88  1.15  0.06
H  -4.94  -2.87  -0.16  0.06
H  -4.94  -2.14  1.50  0.05
H  -2.50  -3.18  -0.05  0.07
H  -2.87  -2.53  2.80  0.08
H  -1.12  -2.70  2.15  0.06
H  -2.28  -3.99  2.13  0.05
H  -1.65  -0.72  -2.07  0.07
H  -3.94  1.31  -1.53  0.09
H  -2.81  1.16  -2.85  0.07
H  -2.20  1.61  -1.27  0.06
H  -4.63  -1.35  -1.51  0.06
H  -3.42  -2.52  -2.20  0.07
H  -3.90  -1.07  -3.12  0.07
H  -5.19  0.06  0.44  0.10
H  -7.23  1.52  1.59  0.09
H  -7.28  0.66  3.18  0.06
H  -7.05  -0.31  1.73  0.08
H  -5.40  1.70  4.30  0.12
H  -2.79  1.63  4.48  0.09
H  -0.80  2.54  1.88  0.05
H  0.73  3.43  1.90  0.07
H  -0.57  3.93  3.05  0.09
H  1.99  3.28  4.01  0.11
H  2.81  3.01  6.65  0.08
H  4.08  2.02  5.76  0.08
H  3.07  1.29  7.16  0.08
H  1.72  -0.36  6.31  0.10
H  -0.08  -1.88  6.08  0.09
H  -0.11  -2.21  4.23  0.05
H  -1.47  -1.34  5.05  0.07
C  1.31  4.39  -5.91  -0.17
C  1.96  4.90  -4.61  -0.45
P  0.66  5.59  -3.51  0.93
C  1.60  5.66  -1.88  -0.44
C  3.04  6.24  -1.78  -0.16
C  0.62  7.43  -3.89  -0.47
C  0.79  7.88  -5.29  -0.19
H  1.88  4.70  -6.80  0.07
H  0.31  4.79  -5.96  0.03
H  1.28  3.31  -5.95  0.05
H  2.71  5.65  -4.74  0.05
H  2.55  4.10  -4.05  0.09
H  1.60  4.57  -1.57  0.05
H  0.83  6.17  -1.23  0.08
H  3.22  6.72  -0.84  0.05
H  3.22  7.00  -2.59  0.06
H  3.83  5.46  -1.89  0.07
H  1.38  7.92  -3.20  0.08
H  -0.32  7.87  -3.46  0.08
H  1.86  7.75  -5.59  0.08
H  0.60  8.96  -5.31  0.07
H  0.10  7.40  -5.97  0.06
S  3.24  1.89  -0.60  0.59
C  4.04  0.94  0.56  -0.87
N  5.37  0.51  0.24  0.06
C  6.23  0.05  1.18  -0.04
C  5.71  -0.16  2.45  -0.05
C  4.37  0.13  2.70  -0.07
N  3.47  0.57  1.76  0.04
H  5.61  0.44  -0.73  0.13
H  7.19  -0.20  0.81  0.13
H  6.28  -0.65  3.20  0.10
H  3.97  0.08  3.70  0.11


Entry 6:
Here is the ion C4H6NO with charge +1 from the Open Molecules 2025 dataset. Energies are from ωB97M-V/def2-TZVPD.

Output
- SMILES = C#CCC[NH+]=O
- energy above the lowest of the compared OMol25 structures with the same formula, charge and spin (kJ/mol) = 547.7
- max |F| (eV Å⁻¹) = 6.93
- calculated total energy (eV) = -7769.2204
- spin multiplicity = 1
- total charge = +1
- Kohn-Sham gap (alpha / beta) (eV) = 6.62 / 6.61

Each line ends with the Löwdin charge.
Cartesian coordinates (Å):
C  -0.53  -0.84  0.20  -0.12
C  -0.37  -2.07  0.36  0.18
C  -0.38  0.56  0.31  -0.14
C  1.18  0.89  0.22  -0.01
N  2.14  -0.06  -0.42  0.06
O  2.75  -0.97  0.06  0.26
H  2.45  0.05  -1.37  0.19
H  0.28  -2.84  0.53  0.02
H  -0.81  1.15  -0.55  0.15
H  -0.75  0.99  1.20  0.12
H  1.30  1.79  -0.29  0.13
H  1.47  0.74  1.27  0.16